No. 1
Computed, not measured: a 3-piece molecular cluster, C19H39BCl2NO7 overall, with ωB97M-V with the def2-TZVPD basis set.

Results
**Charge**: -1
**HOMO level**: -5.22 eV
**Total energy**: -2273.9730 Ha

CARTESIAN COORDINATES (ANGSTROEM)
C1 0.05084 2.32184 5.82320
C2 -0.80051 3.47541 5.27846
C3 -2.32226 3.32254 5.52783
B1 -3.14145 3.71832 4.19044
O1 -2.74811 2.84244 2.96984
C4 -2.57799 1.61515 3.20449
N1 -2.45801 0.48937 3.46777
C5 -4.76674 3.71090 4.36745
Cl1 -5.72075 2.52053 3.46523
C6 -5.49758 4.54080 5.10743
C7 -6.99561 4.55689 5.24501
Cl2 -4.70610 5.81870 6.00968
H1 0.34324 2.47507 6.86416
H2 -0.43480 1.35413 5.70762
H3 0.98957 2.27353 5.26098
H4 -0.59088 3.56468 4.21071
H5 -0.46305 4.41428 5.72316
H6 -2.55303 2.32495 5.91467
H7 -2.57617 4.02440 6.32312
H8 -2.84253 4.86046 3.88569
H9 -7.40699 5.09782 4.38954
H10 -7.40221 3.55140 5.28487
H11 -7.28233 5.09787 6.14478
C8 1.94254 -4.48837 -1.30012
O2 0.68455 -4.00849 -0.89347
C9 -0.04183 -4.89725 -0.06066
C10 -0.67169 -4.19828 1.12611
O3 0.23555 -3.73543 2.10708
C11 1.04979 -2.61170 1.80559
C12 0.31367 -1.30067 1.64066
O4 -0.40287 -1.27111 0.41744
C13 -1.65550 -0.61406 0.52272
H12 1.84627 -5.21362 -2.11760
H13 2.52233 -3.63578 -1.65403
H14 2.48419 -4.95140 -0.46782
H15 0.60216 -5.70816 0.29816
H16 -0.84841 -5.33964 -0.66085
H17 -1.28277 -4.94481 1.64167
H18 -1.34954 -3.40593 0.80398
H19 1.68889 -2.81222 0.94153
H20 1.70746 -2.50638 2.67194
H21 1.05576 -0.49024 1.63034
H22 -0.35915 -1.14385 2.48981
H23 -2.19029 -0.91588 1.42373
H24 -2.24949 -0.89498 -0.34858
H25 -1.52602 0.47209 0.53266
C14 2.77061 -1.40087 -8.32452
O5 2.72684 -1.57764 -6.92826
C15 3.95902 -1.96490 -6.34762
C16 4.26859 -1.18940 -5.08564
O6 4.57558 0.17967 -5.27836
C17 3.53120 1.07246 -5.63385
C18 2.48835 1.30255 -4.56239
O7 1.64121 0.18079 -4.41414
C19 1.27096 -0.09041 -3.07497
H26 2.74239 -2.36413 -8.84728
H27 1.89425 -0.82047 -8.61067
H28 3.66590 -0.84893 -8.63135
H29 4.78263 -1.84005 -7.05945
H30 3.89221 -3.02889 -6.08372
H31 5.18019 -1.62330 -4.66534
H32 3.48401 -1.32109 -4.33808
H33 3.06450 0.78115 -6.57730
H34 4.03229 2.02824 -5.80632
H35 1.87393 2.16405 -4.85805
H36 2.99111 1.53996 -3.61809
H37 2.13456 -0.02513 -2.40455
H38 0.88448 -1.10723 -3.03451
H39 0.49309 0.59826 -2.73200

Cartesian forces (eV/Å) of the 6 atoms listed first:
0.5 0.3 -0.2
-0.1 -0.4 0.2
0.4 0.2 -0.2
-0.3 0.7 0.4
0.2 -0.2 -0.1
-0.3 -0.1 0.4

---

No. 2
Computed, not measured: C19H39F5LaP as an isolated structure in a non-equilibrium geometry, with ωB97M-V with the def2-TZVPD basis set.

Results
**Charge**: +2
**HOMO level**: -14.12 eV
**Total energy**: -1618.3740 Ha

CARTESIAN COORDINATES (ANGSTROEM)
C1 2.06651 3.33828 1.06737
C2 3.21858 3.04958 -0.07695
C3 3.20226 1.50411 -0.62929
C4 4.32554 0.52892 0.11084
C5 4.51192 -0.87014 -0.72350
C6 3.76938 -2.12471 0.04238
C7 2.31922 -2.40709 -0.66932
C8 1.34917 -3.37801 0.25326
C9 0.11417 -2.58186 0.99350
C10 0.36672 -2.63733 2.62617
C11 -1.05459 -2.62262 3.48314
C12 -1.92451 -1.24452 3.31142
C13 -3.18752 -1.37666 2.24966
C14 -3.03550 -0.08143 1.20259
C15 -3.77429 -0.35490 -0.23626
C16 -3.93248 0.93545 -1.21650
P1 -2.34460 1.81117 -1.76549
C17 -2.91494 3.37445 -0.76873
C18 -1.69845 0.29357 -2.78124
F1 -2.72759 -0.25897 -3.71326
F2 -1.10244 -0.77208 -1.89002
C19 -0.40335 0.78763 -3.71823
F3 -0.71826 1.92793 -4.60518
F4 -0.00423 -0.44068 -4.49075
F5 0.74430 1.04709 -2.77726
H1 2.21386 4.40773 1.54059
H2 0.98958 3.31467 0.56473
H3 2.06487 2.47210 1.87072
H4 2.96818 3.75349 -1.00239
H5 4.28338 3.29760 0.39823
H6 3.26769 1.46428 -1.80755
H7 2.13204 1.05982 -0.34233
H8 4.03226 0.35413 1.25126
H9 5.38210 1.07996 0.07962
H10 5.62912 -1.19449 -0.89120
H11 3.99464 -0.73815 -1.77038
H12 4.47425 -3.05442 -0.08393
H13 3.61740 -1.79279 1.16174
H14 1.76595 -1.39648 -0.88470
H15 2.49037 -2.97577 -1.70429
H16 0.84973 -4.14828 -0.50969
H17 1.97800 -4.05284 1.00298
H18 -0.94265 -3.05457 0.70404
H19 0.08406 -1.46666 0.62412
H20 0.87576 -3.69115 2.85869
H21 1.10752 -1.78180 2.92243
H22 -1.76603 -3.51786 3.18707
H23 -0.75892 -2.70243 4.63538
H24 -2.35711 -0.94548 4.36977
H25 -1.14190 -0.39938 2.99795
H26 -2.97834 -2.34324 1.61582
H27 -4.24240 -1.34797 2.75590
H28 -3.34143 0.93311 1.70375
H29 -1.86569 -0.03971 0.96881
H30 -3.31942 -1.32649 -0.75987
H31 -4.88826 -0.68568 0.04590
H32 -4.57244 0.61495 -2.17253
H33 -4.61632 1.72799 -0.64712
H34 -1.58120 1.43488 -0.60431
H35 -1.20777 2.59109 -2.18836
H36 -3.09640 2.31984 -2.92118
H37 -3.23086 3.11641 0.34205
H38 -3.82136 3.93405 -1.25904
H39 -1.94905 4.06672 -0.68890
La1 0.31174 3.26559 -2.64211

Cartesian forces (eV/Å) of the 6 atoms listed first:
0.3 -0.2 -0.4
-0.3 -0.4 0.5
-0.8 -0.1 0.9
0.9 0.4 -0.8
-0.6 -0.7 0.3
-0.2 0.8 -0.9

---

No. 3
Computed, not measured: an isolated ion of composition C19H39N2O3 and charge -1 in a non-equilibrium geometry, with ωB97M-V with the def2-TZVPD basis set.

Results
**SMILES**: COCCCCCCCCCCCC[C@H](NCCCCN)C(=O)[O-]
**ΔE to the lowest compared entry with this formula, charge and spin**: 0.000 eV
**Charge**: -1
**HOMO level**: -4.02 eV
**Total energy**: -1082.5939 Ha

CARTESIAN COORDINATES (ANGSTROEM)
C1 -2.55698 -8.05740 4.51581
O1 -2.71491 -6.82211 3.85588
C2 -3.40590 -5.91625 4.68474
C3 -3.64511 -4.60515 3.94282
C4 -4.21236 -4.82449 2.53113
C5 -3.40334 -4.19981 1.38810
C6 -2.97780 -2.74686 1.58675
C7 -1.93041 -2.34698 0.50417
C8 -2.11714 -0.88195 0.06385
C9 -0.76537 -0.24166 -0.31106
C10 -0.86957 1.30965 -0.31616
C11 -0.24965 1.86677 -1.60313
C12 -0.06118 3.38718 -1.63030
C13 0.59279 3.98780 -0.37815
C14 1.72915 4.96609 -0.69979
N1 2.69144 4.41953 -1.67882
C15 3.95269 3.98406 -1.12187
C16 4.77550 3.15224 -2.11376
C17 4.77882 3.68123 -3.56606
C18 4.28307 2.62944 -4.54274
N2 4.66044 2.95915 -5.92523
C19 2.34956 5.47028 0.63044
O2 2.64405 4.62696 1.52558
O3 2.48483 6.72734 0.70306
H1 -3.51769 -8.56398 4.63794
H2 -2.10391 -7.92316 5.50123
H3 -1.90293 -8.68601 3.92298
H4 -4.36519 -6.30853 5.03727
H5 -2.77459 -5.67867 5.54604
H6 -2.69891 -4.07490 3.94449
H7 -4.36889 -4.02558 4.50637
H8 -4.30442 -5.88583 2.31767
H9 -5.21865 -4.41204 2.49263
H10 -4.05650 -4.19185 0.51406
H11 -2.54324 -4.80629 1.11421
H12 -2.50927 -2.57949 2.55282
H13 -3.83193 -2.07910 1.51242
H14 -2.05811 -3.02645 -0.33381
H15 -0.95126 -2.49606 0.94960
H16 -2.73070 -0.89324 -0.83334
H17 -2.56435 -0.30093 0.86378
H18 -0.47601 -0.58224 -1.30243
H19 -0.01893 -0.55887 0.41010
H20 -1.92061 1.58797 -0.32052
H21 -0.34945 1.67406 0.56117
H22 0.65879 1.32884 -1.86620
H23 -0.97077 1.61621 -2.38812
H24 -1.04997 3.83087 -1.75648
H25 0.51364 3.63282 -2.51982
H26 0.97684 3.24647 0.31678
H27 -0.16516 4.57471 0.13561
H28 1.27585 5.84140 -1.15687
H29 2.81886 5.12526 -2.38575
H30 4.59433 4.79323 -0.75727
H31 3.74356 3.34042 -0.27583
H32 4.45310 2.11127 -2.13266
H33 5.80864 3.15237 -1.77203
H34 5.80944 3.87748 -3.86436
H35 4.24450 4.61790 -3.69537
H36 4.75156 1.67949 -4.30935
H37 3.19685 2.57649 -4.41936
H38 4.43464 2.18287 -6.53228
H39 4.13819 3.75804 -6.26058

Cartesian forces (eV/Å) of the 6 atoms listed first:
0.1 0.0 -0.1
-0.1 -0.3 0.2
0.1 0.9 -0.1
0.0 -0.8 -0.3
0.2 0.3 -0.2
-0.5 0.4 0.2

---

No. 4
Computed, not measured: a 6-piece molecular cluster, C19H39N3O20PS5 overall, with ωB97M-V with the def2-TZVPD basis set.

Results
**Charge**: +1
**HOMO level**: -11.30 eV
**Total energy**: -4748.3941 Ha

CARTESIAN COORDINATES (ANGSTROEM)
C1 -2.53917 -1.71128 1.12666
C2 -1.16433 -1.04982 1.02418
P1 0.23452 -1.85788 1.88771
C3 -0.48111 -2.43678 3.47216
C4 -0.82702 -1.23868 4.36842
C5 0.38000 -3.36433 0.83944
C6 0.70179 -3.28393 -0.47522
N1 0.73744 -4.55326 -0.98884
C7 0.46340 -5.42092 -0.02283
N2 0.24494 -4.73367 1.08417
C8 -0.08043 -5.42079 2.36982
N3 0.15172 -6.82131 2.25884
C9 -1.00429 -7.70515 2.44452
H1 -2.76366 -2.03703 2.14274
H2 -3.32424 -1.00871 0.84175
H3 -2.61540 -2.56538 0.45088
H4 -1.18015 -0.01427 1.36910
H5 -0.85420 -1.03132 -0.02478
H6 -1.35115 -3.08403 3.34652
H7 0.29653 -3.03746 3.95013
H8 -1.87412 -0.95482 4.26235
H9 -0.21291 -0.36470 4.14342
H10 -0.66796 -1.50032 5.41508
H11 0.92386 -2.41622 -1.07505
H12 0.97089 -4.79662 -1.93795
H13 0.44295 -6.49019 -0.14073
H14 -1.12656 -5.20843 2.58991
H15 0.54831 -4.95183 3.12231
H16 0.92057 -7.10517 2.84542
H17 -0.65471 -8.67765 2.78757
H18 -1.71063 -7.32509 3.18695
H19 -1.52547 -7.86246 1.49891
C10 -1.08371 -6.86722 -2.93460
C11 -1.21208 -5.82620 -4.03184
O1 -1.46213 -6.60872 -5.20216
S1 -2.32809 -7.90228 -4.83616
O2 -3.70163 -7.65770 -5.07483
O3 -1.67119 -9.03351 -5.37675
O4 -2.08341 -7.83329 -3.24789
H20 -0.10355 -7.35501 -2.94894
H21 -1.29503 -6.45876 -1.94862
H22 -0.30981 -5.24363 -4.19661
H23 -2.05093 -5.15050 -3.86116
C12 -0.77413 -5.21651 -8.76028
C13 -1.62198 -4.09853 -9.33692
O5 -1.89832 -3.26741 -8.19223
S2 -0.65962 -3.26875 -7.20511
O6 0.15907 -2.12980 -7.40442
O7 -1.14130 -3.57348 -5.90065
O8 0.07602 -4.54003 -7.81245
H24 -1.37482 -5.95498 -8.22860
H25 -0.14695 -5.70514 -9.49940
H26 -2.56599 -4.44243 -9.74725
H27 -1.08057 -3.51122 -10.07891
C14 1.52141 4.59707 2.72074
C15 2.56744 3.94433 3.60233
O9 2.02185 2.63123 3.85242
S3 1.22716 2.12432 2.57901
O10 2.04041 1.27277 1.78624
O11 -0.05490 1.67317 3.00489
O12 1.09430 3.52541 1.85011
H28 0.66413 4.94199 3.29766
H29 1.91559 5.40901 2.12054
H30 2.70538 4.45243 4.55184
H31 3.52562 3.83489 3.09366
C16 -1.01816 9.30412 4.19989
C17 -1.42983 7.94290 4.72792
O13 -0.33808 7.08677 4.32904
S4 1.03190 7.89642 4.38200
O14 1.71440 7.62663 5.59430
O15 1.69658 7.70622 3.13737
O16 0.40238 9.34587 4.44515
H32 -1.19249 9.40028 3.12813
H33 -1.48304 10.12981 4.72914
H34 -2.34448 7.56644 4.28120
H35 -1.50798 7.92968 5.81514
C18 3.09927 9.84303 0.77850
C19 3.46684 9.11928 -0.50157
O17 2.60434 9.71456 -1.48056
S5 2.37297 11.25944 -1.14568
O18 3.26163 12.06446 -1.90060
O19 0.97617 11.50353 -1.16052
O20 2.90407 11.20150 0.35820
H36 2.17029 9.46557 1.20662
H37 3.88506 9.81674 1.52781
H38 3.26417 8.05304 -0.46333
H39 4.50634 9.29167 -0.78536

Cartesian forces (eV/Å) of the 6 atoms listed first:
0.0 0.2 0.0
-0.3 -0.2 -0.2
0.5 0.3 0.3
-0.1 -0.3 0.1
0.0 0.0 0.1
-0.4 -0.3 0.1

---

no.,LUMO level (eV),orbital gap (eV)
1,2.1666,7.382
2,-9.4672,4.655
3,2.1615,6.177
4,-2.3025,8.993